A molecular structure, C34H53AsCaF6N8O11S4SiTe at a distorted geometry. Source: the OMol25 dataset; level of theory: ωB97M-V/def2-TZVPD.

Results
net charge	-2
molecular weight	1262.8	u
HOMO level	-0.95	eV

Each line ends with the Mulliken charge.
Positions of all 120 atoms, in Å:
Ca: 0.29544 0.44318 0.12390  1.161
N: -1.44396 -0.00850 -1.49668  -0.061
C: -0.97922 -0.70757 -2.68013  -0.254
C: 0.56605 -0.71448 -2.76685  -0.133
O: 1.08951 -0.95617 -3.86644  -0.888
N: 1.15309 -0.49016 -1.61792  0.957
C: 2.57396 -0.23525 -1.65811  -0.998
C: 3.06957 0.18041 -0.27405  -0.340
O: 4.14828 -0.25044 0.14664  -0.899
O: 2.30515 0.98858 0.34294  -0.132
H: -2.43898 -0.13430 -1.33411  0.007
H: -1.29316 0.98286 -1.63245  0.045
H: -1.33389 -0.26839 -3.62565  0.452
H: -1.33516 -1.74160 -2.64478  -0.242
H: 2.78173 0.61919 -2.32610  0.563
H: 3.15208 -1.09021 -2.03819  0.402
C: 0.67137 3.23402 4.26440  -1.616
Te: 1.48291 2.34309 2.40610  1.397
C: 2.89412 1.20648 3.63346  -1.185
H: 0.58200 2.50041 5.05988  0.419
H: -0.30934 3.64289 4.04189  0.387
H: 1.30016 4.05075 4.61363  0.443
H: 3.53365 1.88251 4.19383  0.494
H: 3.51760 0.65015 2.94351  0.093
H: 2.43773 0.50999 4.32729  0.350
C: -0.52202 -4.25914 -1.87817  -1.952
As: -1.01962 -3.13804 -0.30173  1.051
C: -0.91023 -4.70241 0.92722  -1.444
C: -3.04488 -3.24066 -0.61962  -0.908
C: -3.61128 -4.59264 -0.77309  0.167
C: -3.74957 -5.19124 -2.02871  -0.401
C: -4.20054 -6.49260 -2.15879  -0.604
C: -4.55291 -7.22484 -1.03763  -0.486
C: -4.47231 -6.62899 0.21148  -0.788
C: -4.00779 -5.33499 0.34117  -0.085
H: -1.33968 -4.92933 -2.13922  0.716
H: 0.35066 -4.86179 -1.63798  0.483
H: -0.27670 -3.63551 -2.73293  0.335
H: -1.04825 -5.63797 0.38525  0.482
H: -1.66696 -4.62161 1.70026  0.199
H: 0.06865 -4.70663 1.40389  0.315
H: -3.22373 -2.64177 -1.51428  0.546
H: -3.46872 -2.72851 0.24357  0.156
H: -3.52076 -4.61853 -2.91883  0.409
H: -4.27950 -6.94118 -3.14143  0.376
H: -4.90830 -8.24167 -1.13775  0.363
H: -4.77761 -7.17826 1.09162  0.413
H: -3.96250 -4.87435 1.31840  0.316
C: 9.76049 -3.23649 0.12455  -1.223
C: 8.52224 -2.44785 0.48548  -0.524
S: 7.15119 -3.64384 0.67695  1.310
O: 6.76638 -4.11446 -0.63190  -0.696
O: 7.59530 -4.66788 1.59340  -0.715
C: 5.77680 -2.73752 1.41639  -0.116
C: 4.64818 -3.74694 1.59709  -1.881
N: 3.39520 -3.05695 1.69923  0.517
C: 2.53239 -2.79789 0.68252  0.258
N: 1.57944 -1.96956 1.05618  1.224
C: 1.83785 -1.63279 2.33580  -0.215
C: 2.96349 -2.30420 2.77766  -0.599
N: 3.52509 -2.30742 4.04026  1.098
O: 4.62966 -2.85715 4.22731  -0.738
O: 2.87235 -1.77711 4.95494  -0.668
C: 2.66672 -3.42050 -0.65256  -1.696
H: 10.63226 -2.59280 0.03460  0.384
H: 9.59079 -3.75610 -0.81443  0.320
H: 9.94413 -3.98119 0.89531  0.333
H: 8.21248 -1.75674 -0.29048  0.387
H: 8.62129 -1.93559 1.43667  0.403
H: 5.46410 -1.92604 0.75561  0.205
H: 6.09596 -2.35147 2.38082  0.619
H: 4.81298 -4.32680 2.50728  0.305
H: 4.62690 -4.42126 0.73826  0.736
H: 1.25978 -0.89891 2.85202  0.427
H: 2.52689 -4.50251 -0.59445  0.478
H: 3.65861 -3.22867 -1.06126  0.398
H: 1.91289 -2.98219 -1.30201  -0.143
N: -7.82963 4.14142 -0.09035  -0.424
C: -7.31464 3.28850 0.87012  0.412
S: -8.25083 2.99772 2.22326  -0.384
C: -6.05612 2.65285 0.63439  1.063
C: -5.36900 2.76920 -0.59168  -1.226
C: -4.18333 2.09471 -0.77322  -0.340
N: -3.60455 1.33548 0.15217  0.027
C: -4.21643 1.26993 1.33623  -0.416
C: -5.41538 1.87925 1.62233  -1.015
H: -8.64564 4.64763 0.22158  0.245
H: -7.16890 4.69271 -0.61695  0.211
H: -5.77573 3.35349 -1.40217  0.294
H: -3.66215 2.16146 -1.72051  0.425
H: -3.69244 0.68493 2.07621  0.413
H: -5.87750 1.77509 2.59250  0.430
F: -1.56153 4.95474 -0.53904  -0.173
C: -0.85557 4.30215 -1.46710  0.259
F: -0.31976 5.20492 -2.29654  -0.226
F: -1.76337 3.62916 -2.20971  -0.241
S: 0.35952 3.00823 -0.77988  0.741
O: 0.67788 2.29141 -1.95915  -0.597
O: -0.48838 2.37912 0.18397  -0.638
N: 1.51525 3.88540 -0.23161  -0.066
S: 1.06182 5.03423 0.73523  0.158
O: 0.75781 6.24762 0.04194  -0.521
O: 0.14542 4.66876 1.76569  -0.564
C: 2.73356 5.52771 1.46676  0.815
F: 3.45319 4.66294 2.18865  -0.093
F: 2.56972 6.61446 2.23714  -0.254
F: 3.49525 5.89691 0.43532  -0.249
C: -0.71233 -2.55812 3.99346  -1.489
Si: -1.52548 -1.26545 2.78171  0.887
C: -1.43789 0.38816 3.78002  -1.134
C: -3.36590 -1.90070 3.00288  -1.653
H: -1.37693 -2.74210 4.83484  0.558
H: 0.23245 -2.21545 4.39967  0.382
H: -0.52515 -3.50872 3.50560  0.216
H: -2.19291 0.42503 4.56538  0.614
H: -1.56781 1.25540 3.13573  0.051
H: -0.45996 0.46926 4.25259  0.158
H: -3.71401 -1.67350 4.01026  0.567
H: -3.40820 -2.97997 2.88045  0.213
H: -4.07859 -1.46672 2.31077  0.301

---

3 unconnected molecules or ions with the total composition C34H53BrIN4O6P at a distorted geometry. Source: the OMol25 dataset; level of theory: ωB97M-V/def2-TZVPD.

Results
molecular weight	851.6	u
HOMO level (alpha / beta)	-8.32 / -8.86	eV
multiplicity	3

Each line ends with the Löwdin spin population.
Positions of all 100 atoms, in Å:
C: 5.82017 -0.87905 1.79969  0.000
C: 4.80605 0.25605 1.82354  0.000
C: 3.80068 0.14547 2.97220  0.000
Br: 4.52768 0.90072 4.62619  0.000
C: 2.41490 0.66346 2.69516  0.000
N: 1.46331 -0.22281 2.81656  0.000
C: 0.18251 0.21373 2.59716  0.000
C: -0.88619 -0.70041 2.74991  0.000
C: -0.56626 -2.11314 3.16144  0.000
C: -0.57435 -2.17768 4.68069  0.000
O: 0.28146 -1.68324 5.35225  0.000
C: -2.17307 -0.30186 2.53722  0.000
C: -3.34490 -1.23335 2.71550  0.000
C: -2.42359 1.05580 2.16221  0.000
P: -4.16473 1.57639 1.89939  0.000
O: -4.69300 1.57798 3.45263  0.000
I: -4.04779 3.95200 1.33075  0.001
C: -1.38517 1.91974 2.01780  0.000
C: -0.06565 1.52639 2.22852  0.000
N: 0.93203 2.45611 2.09819  0.000
C: 2.13600 2.02730 2.34418  0.000
C: 3.24932 3.04345 2.22370  0.000
C: 2.64852 4.34332 1.75996  0.000
O: 2.71966 4.69759 0.62593  0.000
O: 2.03411 5.09966 2.71335  0.000
H: 6.60494 -0.61308 1.09509  0.000
H: 5.37915 -1.79368 1.42169  0.000
H: 6.30066 -1.03728 2.76006  0.000
H: 5.37028 1.17420 1.95549  0.000
H: 4.30399 0.32221 0.86006  0.000
H: 3.67527 -0.90299 3.20796  0.000
H: 0.41202 -2.43076 2.82232  0.000
H: -1.29993 -2.81240 2.78435  0.000
H: -1.43079 -2.68042 5.16496  0.000
H: -3.51209 -1.38241 3.78080  0.000
H: -4.26088 -0.84234 2.29045  0.000
H: -3.15303 -2.20695 2.27969  0.000
H: -4.05311 2.00351 4.04016  0.000
H: -1.56961 2.94609 1.74055  0.000
H: 3.96067 2.77105 1.45856  0.000
H: 3.71310 3.21915 3.18977  0.000
H: 1.09502 5.09804 2.48339  0.000
C: 4.15448 -4.93785 -0.29829  0.003
C: 2.91533 -4.80044 0.62089  0.026
C: 3.17729 -5.48983 1.96223  0.015
C: 3.10478 -7.01552 1.90124  0.001
C: 1.80213 -7.47122 1.24501  0.015
C: 1.57767 -6.84127 -0.12925  0.027
N: 1.70457 -5.35690 -0.05332  0.365
O: 0.62939 -4.84057 0.45423  0.539
C: 2.57535 -7.43141 -1.14322  0.002
C: 0.19507 -7.21906 -0.64964  -0.001
C: 2.73083 -3.30825 0.86208  -0.001
H: 3.86966 -4.92618 -1.35030  0.002
H: 4.84144 -4.10551 -0.14734  0.000
H: 4.72829 -5.84416 -0.10741  0.000
H: 2.44318 -5.13892 2.69518  0.002
H: 4.15628 -5.18028 2.33484  0.001
H: 3.96668 -7.41911 1.36283  0.000
H: 3.16356 -7.42136 2.91280  0.001
H: 1.79472 -8.55867 1.14740  0.001
H: 0.96648 -7.21467 1.90406  0.003
H: 2.48992 -6.92897 -2.10765  0.001
H: 2.35835 -8.48803 -1.29852  0.000
H: 3.61268 -7.37821 -0.82336  0.000
H: -0.59745 -6.94714 0.04512  -0.001
H: 0.14499 -8.29723 -0.79781  0.000
H: -0.00836 -6.73639 -1.60673  0.000
H: 2.50450 -2.78029 -0.06659  0.000
H: 3.64486 -2.89026 1.27676  0.000
H: 1.93663 -3.10114 1.57584  -0.001
C: -4.97055 4.70102 -5.77112  0.003
C: -4.81606 4.54825 -4.23782  0.026
C: -5.09972 5.88259 -3.54332  0.015
C: -3.96966 6.90368 -3.66826  0.001
C: -2.63633 6.28958 -3.24658  0.015
C: -2.31406 4.99757 -3.99591  0.026
N: -3.45211 4.03604 -3.90336  0.361
O: -3.46012 3.47116 -2.73845  0.544
C: -1.97513 5.31592 -5.46407  0.002
C: -1.05391 4.36742 -3.41217  -0.001
C: -5.87044 3.53516 -3.80275  -0.001
H: -4.33501 3.99417 -6.30453  0.002
H: -5.99606 4.49852 -6.07746  0.000
H: -4.73958 5.70557 -6.12472  0.000
H: -5.28250 5.69994 -2.47912  0.002
H: -6.02362 6.30238 -3.94718  0.001
H: -3.90951 7.28652 -4.69088  0.000
H: -4.18894 7.76595 -3.03555  0.001
H: -1.82882 7.00753 -3.40411  0.001
H: -2.66497 6.08831 -2.17063  0.003
H: -1.82901 4.39804 -6.03513  0.001
H: -1.04842 5.88766 -5.51064  0.000
H: -2.72755 5.91483 -5.97063  0.000
H: -1.13515 4.19524 -2.34036  -0.001
H: -0.20621 5.03262 -3.57298  0.000
H: -0.83285 3.41470 -3.89605  0.000
H: -5.68264 2.55610 -4.24644  0.000
H: -6.85208 3.87645 -4.12958  0.000
H: -5.90962 3.42046 -2.72080  -0.001

---

- Look up the molecular weight of the first one.
  1262.8 u